Record 1
Entry from the Open Molecules 2025 dataset: a molecular structure, C46H35B3BrNO9 in a non-equilibrium geometry (ωB97M-V/def2-TZVPD).

Computed properties:
**Charge**: 0
**DFT total energy**: -5154.82982 a.u.
**E_LUMO**: -0.044 Ha
**E_HOMO**: -9.699 eV

Last column: Mulliken charge in e.
CARTESIAN COORDINATES (ANGSTROEM)
1 C 1.664 0.429 1.796  -1.482
2 C 1.745 0.302 3.323  -0.096
3 C 2.949 1.055 3.911  -0.366
4 C 2.721 1.613 5.327  -0.686
5 N 2.950 3.059 5.486  -0.361
6 B 4.302 3.490 5.447  0.547
7 O 4.625 4.842 5.604  -0.506
8 B 5.228 5.301 4.466  0.493
9 O 5.817 4.382 3.602  -0.412
10 B 6.093 3.140 4.123  0.443
11 Br 7.537 2.134 3.340  -0.266
12 O 5.386 2.645 5.167  -0.248
13 H 2.255 -0.353 1.326  0.304
14 H 0.642 0.309 1.444  0.309
15 H 2.038 1.389 1.451  0.494
16 H 0.815 0.619 3.789  0.409
17 H 1.888 -0.757 3.531  0.048
18 H 3.786 0.359 3.960  0.250
19 H 3.271 1.838 3.224  0.306
20 H 1.683 1.423 5.598  0.442
21 H 3.325 1.080 6.054  0.317
22 H 2.429 3.556 4.772  0.215
23 H 5.247 6.456 4.197  -0.112
24 C -1.540 -2.094 7.927  -0.514
25 C -0.559 -1.549 7.105  -0.573
26 C -0.422 -1.998 5.803  -0.259
27 C -1.259 -2.994 5.321  0.010
28 C -2.234 -3.551 6.149  0.344
29 C -2.375 -3.092 7.452  -0.694
30 C -3.122 -4.646 5.660  0.529
31 O -3.975 -5.126 6.375  -0.664
32 C -2.924 -5.131 4.263  0.532
33 C -3.703 -6.178 3.789  -0.689
34 C -3.539 -6.629 2.489  -0.537
35 C -2.601 -6.031 1.653  -0.513
36 C -1.820 -4.991 2.122  -0.110
37 C -1.972 -4.543 3.427  -0.233
38 C -1.099 -3.440 3.910  0.390
39 O -0.280 -2.919 3.179  -0.691
40 H -1.651 -1.739 8.943  0.387
41 H 0.097 -0.775 7.481  0.455
42 H 0.332 -1.580 5.151  0.530
43 H -3.138 -3.522 8.085  0.487
44 H -4.433 -6.633 4.443  0.495
45 H -4.146 -7.447 2.124  0.388
46 H -2.479 -6.381 0.636  0.488
47 H -1.087 -4.521 1.486  0.415
48 C -1.862 -3.113 -7.275  -0.454
49 C -2.045 -1.781 -6.923  -0.685
50 C -1.695 -1.342 -5.658  -0.235
51 C -1.167 -2.237 -4.736  0.239
52 C -0.999 -3.579 -5.085  0.267
53 C -1.342 -4.011 -6.359  -0.685
54 C -0.469 -4.569 -4.103  0.556
55 O -0.318 -5.732 -4.407  -0.673
56 C -0.138 -4.082 -2.733  0.309
57 C 0.312 -4.991 -1.784  -0.708
58 C 0.632 -4.555 -0.510  -0.552
59 C 0.515 -3.208 -0.177  -0.370
60 C 0.065 -2.300 -1.119  -0.648
61 C -0.270 -2.733 -2.396  -0.064
62 C -0.780 -1.742 -3.385  0.337
63 O -0.881 -0.568 -3.097  -0.582
64 H -2.130 -3.452 -8.267  0.392
65 H -2.459 -1.083 -7.638  0.430
66 H -1.828 -0.307 -5.378  0.468
67 H -1.199 -5.049 -6.622  0.492
68 H 0.405 -6.034 -2.053  0.501
69 H 0.978 -5.265 0.231  0.513
70 H 0.765 -2.873 0.821  0.499
71 H -0.034 -1.253 -0.872  0.643
72 C 1.327 8.068 -6.407  -0.482
73 C 2.135 7.000 -6.784  -0.474
74 C 1.792 5.708 -6.425  -0.536
75 C 0.644 5.478 -5.679  0.184
76 C -0.158 6.552 -5.286  0.153
77 C 0.184 7.845 -5.660  -0.558
78 C -1.377 6.337 -4.454  0.605
79 O -2.078 7.269 -4.120  -0.667
80 C -1.702 4.942 -4.041  0.240
81 C -2.804 4.720 -3.226  -0.577
82 C -3.129 3.430 -2.841  -0.720
83 C -2.358 2.355 -3.273  -0.414
84 C -1.257 2.572 -4.083  -0.428
85 C -0.921 3.864 -4.465  0.083
86 C 0.284 4.076 -5.316  0.457
87 O 0.953 3.142 -5.702  -0.658
88 H 1.594 9.076 -6.695  0.397
89 H 3.033 7.178 -7.360  0.400
90 H 2.410 4.871 -6.717  0.475
91 H -0.449 8.667 -5.358  0.474
92 H -3.398 5.561 -2.898  0.481
93 H -3.985 3.259 -2.202  0.400
94 H -2.610 1.347 -2.975  0.479
95 H -0.652 1.739 -4.413  0.678

Forces on the atoms, in the same order (eV/Å):
C -0.10 -0.21 0.21
C 0.48 0.00 -0.43
C 0.09 -0.40 0.20
C -0.46 0.09 -0.16
N 0.80 -0.70 -0.61
B -0.07 0.19 0.84
O -0.44 -0.07 -0.77
B 0.19 0.33 -0.01
O 0.04 0.16 0.22
B 0.60 -0.20 -0.30
Br -0.16 -0.01 0.08
O -0.36 -0.12 -0.04
H 0.15 0.03 -0.15
H -0.11 -0.01 -0.06
H -0.04 0.15 -0.08
H -0.10 0.12 0.04
H -0.34 -0.13 0.28
H 0.19 0.03 -0.13
H -0.10 0.27 0.04
H -0.10 -0.01 0.13
H 0.16 0.06 0.10
H -0.43 0.39 0.53
H 0.06 -0.01 0.01
C 0.02 0.02 -0.02
C -0.06 -0.04 0.04
C 0.10 0.16 0.12
C -0.05 -0.07 -0.06
C 0.02 -0.03 -0.08
C 0.02 0.06 0.09
C -0.05 -0.01 0.03
O 0.00 -0.01 0.01
C 0.07 0.06 0.03
C -0.04 -0.07 -0.07
C 0.03 0.02 -0.02
C -0.05 -0.03 0.04
C -0.06 -0.11 -0.07
C 0.00 0.04 0.09
C 0.05 0.05 -0.06
O 0.02 -0.02 0.00
H 0.00 0.00 0.01
H 0.00 0.01 0.01
H -0.02 -0.03 -0.06
H -0.02 -0.06 -0.04
H 0.00 0.04 0.06
H -0.01 -0.01 -0.01
H 0.00 0.00 -0.01
H 0.02 0.06 0.01
C -0.01 0.03 0.00
C 0.00 -0.03 -0.02
C -0.03 0.03 -0.07
C 0.03 -0.07 0.04
C 0.01 0.05 0.09
C -0.03 0.00 -0.10
C 0.01 -0.06 -0.02
O -0.01 -0.01 0.00
C -0.04 0.08 -0.05
C 0.02 -0.04 0.10
C 0.04 0.06 -0.02
C 0.07 -0.02 0.01
C 0.01 -0.01 0.08
C -0.02 -0.05 -0.07
C 0.00 0.06 -0.01
O -0.04 0.03 0.01
H -0.01 0.00 -0.01
H 0.01 0.01 -0.01
H 0.03 0.00 0.06
H 0.02 -0.03 0.06
H -0.01 0.00 -0.08
H 0.02 0.00 0.00
H -0.03 -0.01 0.02
H -0.02 0.03 -0.06
C 0.02 -0.02 -0.01
C -0.02 0.03 0.00
C 0.07 0.05 -0.06
C -0.08 0.01 0.06
C 0.00 -0.09 0.02
C 0.05 0.08 -0.04
C -0.05 0.05 0.02
O 0.00 0.01 0.01
C 0.08 -0.01 -0.05
C -0.08 -0.05 0.06
C 0.02 -0.03 -0.02
C -0.07 0.02 0.03
C -0.03 -0.09 0.02
C 0.01 0.10 -0.02
C 0.03 -0.06 -0.03
O 0.01 -0.01 0.00
H 0.01 0.01 0.00
H 0.01 0.01 -0.01
H -0.04 -0.06 0.02
H -0.05 -0.03 0.05
H 0.03 0.06 -0.04
H -0.01 -0.01 0.00
H 0.04 -0.02 0.01
H 0.07 0.03 0.01



Record 2
Entry from the Open Molecules 2025 dataset: a molecular structure, C46H35BrF3N5OOsP2Se2 (ωB97M-V/def2-TZVPD).

Computed properties:
**Charge**: +2
**DFT total energy**: -10572.29803 a.u.
**E_LUMO**: -0.285 Ha
**E_HOMO**: -12.307 eV

Last column: Mulliken charge in e.
CARTESIAN COORDINATES (ANGSTROEM)
1 Os 1.347 2.127 0.506  0.916
2 O 4.292 6.531 4.030  -0.497
3 C 3.696 5.598 3.296  0.902
4 C 3.881 4.227 3.453  -0.801
5 C 3.215 3.376 2.610  -0.495
6 N 2.375 3.755 1.614  -0.088
7 C 2.178 5.087 1.529  0.130
8 Br 0.930 5.810 0.303  -0.101
9 C 2.810 6.026 2.313  -0.532
10 H 4.891 6.151 4.688  0.326
11 H 4.532 3.819 4.214  0.383
12 H 3.351 2.314 2.736  0.417
13 H 2.619 7.079 2.176  0.484
14 Se 0.947 -3.776 -2.792  -0.227
15 P -0.740 -2.971 -1.856  0.914
16 C -2.220 -2.851 -2.878  0.831
17 C -2.123 -3.153 -4.233  -0.510
18 C -3.257 -3.116 -5.032  -0.783
19 C -4.483 -2.786 -4.479  -0.483
20 C -4.582 -2.493 -3.123  -0.764
21 C -3.456 -2.526 -2.322  -0.396
22 C -1.235 -3.856 -0.353  0.560
23 C -1.140 -5.246 -0.349  -0.590
24 C -1.559 -5.967 0.757  -0.728
25 C -2.057 -5.306 1.871  -0.586
26 C -2.146 -3.921 1.876  -0.797
27 C -1.744 -3.195 0.764  -0.192
28 C -0.451 -1.278 -1.253  -0.244
29 C 0.665 -0.683 -0.677  0.169
30 N 0.286 0.586 -0.370  1.133
31 N -0.970 0.751 -0.731  -0.858
32 N -1.422 -0.346 -1.275  -0.217
33 P 2.253 -1.249 -0.141  0.659
34 Se 3.107 0.607 0.852  -0.362
35 C 2.147 -2.542 1.081  0.976
36 C 2.169 -2.283 2.450  -0.820
37 C 2.018 -3.330 3.343  -0.815
38 C 1.847 -4.626 2.873  -0.623
39 C 1.825 -4.883 1.510  -0.927
40 C 1.973 -3.846 0.604  -0.114
41 C 3.411 -1.620 -1.429  0.460
42 C 3.304 -0.929 -2.636  0.196
43 C 4.223 -1.171 -3.638  -0.572
44 C 5.236 -2.104 -3.436  -0.663
45 C 5.340 -2.786 -2.233  -0.806
46 C 4.429 -2.546 -1.216  -0.392
47 H -1.163 -3.424 -4.653  0.336
48 H -3.180 -3.357 -6.084  0.445
49 H -5.368 -2.767 -5.100  0.415
50 H -5.542 -2.247 -2.691  0.422
51 H -3.546 -2.307 -1.266  0.360
52 H -0.733 -5.756 -1.215  0.410
53 H -1.498 -7.047 0.749  0.471
54 H -2.382 -5.871 2.734  0.446
55 H -2.537 -3.405 2.743  0.445
56 H -1.824 -2.115 0.774  0.455
57 H 2.303 -1.278 2.826  0.275
58 H 2.040 -3.138 4.406  0.447
59 H 1.733 -5.441 3.575  0.451
60 H 1.688 -5.891 1.145  0.483
61 H 1.955 -4.047 -0.462  0.298
62 H 2.472 -0.256 -2.809  -0.020
63 H 4.138 -0.663 -4.589  0.488
64 H 5.944 -2.306 -4.228  0.441
65 H 6.127 -3.513 -2.087  0.459
66 H 4.508 -3.084 -0.281  0.488
67 F -6.367 5.261 4.709  -0.232
68 C -6.019 3.977 4.858  0.754
69 F -5.833 3.753 6.164  -0.233
70 F -7.037 3.221 4.448  -0.264
71 C -4.744 3.685 4.088  0.411
72 C -4.734 2.733 3.077  -0.521
73 C -3.557 2.488 2.398  -0.709
74 C -2.394 3.201 2.737  0.202
75 C -2.428 4.170 3.760  -0.670
76 C -3.602 4.405 4.435  -0.885
77 C -1.211 2.938 2.043  0.451
78 C -0.177 2.666 1.416  -0.003
79 H -5.638 2.196 2.831  0.510
80 H -3.510 1.759 1.600  0.576
81 H -1.526 4.713 4.004  0.509
82 H -3.651 5.141 5.225  0.424
83 N 1.559 3.054 -1.333  -0.341
84 C 0.800 2.670 -2.529  0.289
85 C -0.520 3.060 -2.636  -0.389
86 C -1.213 2.720 -3.788  -0.656
87 C -0.589 1.994 -4.792  -0.674
88 C 0.741 1.618 -4.666  -0.668
89 C 1.451 1.966 -3.526  -0.479
90 H 2.557 2.915 -1.532  0.521
91 H 1.465 4.066 -1.190  0.295
92 H -1.009 3.588 -1.828  0.394
93 H -2.249 3.008 -3.889  0.418
94 H -1.142 1.721 -5.680  0.449
95 H 1.229 1.067 -5.457  0.447
96 H 2.498 1.700 -3.427  0.591

Forces on the atoms, in the same order (eV/Å):
Os 0.31 0.61 -0.66
O 0.00 -0.09 0.00
C 0.06 0.09 0.08
C -0.02 -0.05 -0.05
C 0.00 0.00 -0.11
N 0.01 0.13 0.06
C 0.02 0.00 0.04
Br -0.02 -0.12 -0.03
C -0.04 -0.08 -0.06
H -0.03 0.03 -0.03
H 0.02 0.00 0.02
H 0.01 -0.01 0.03
H -0.01 0.02 0.01
Se 0.19 0.00 -0.34
P -0.32 0.19 0.28
C 0.06 -0.10 -0.15
C 0.02 0.06 0.00
C 0.02 0.00 0.00
C -0.01 0.01 0.05
C -0.02 0.00 -0.07
C 0.02 0.00 0.09
C 0.01 -0.03 0.02
C -0.03 0.03 -0.07
C 0.01 -0.02 -0.01
C 0.00 0.05 0.00
C 0.01 -0.06 0.01
C 0.09 0.04 0.00
C 0.05 -0.06 -0.11
C 0.20 -0.06 -0.03
N 0.04 0.10 0.07
N -0.12 0.27 -0.10
N -0.06 -0.07 0.13
P -0.04 -0.04 0.30
Se -0.22 -0.33 0.21
C -0.01 -0.22 -0.20
C -0.06 0.07 0.05
C 0.00 0.02 0.00
C -0.03 -0.02 -0.01
C -0.02 0.06 0.02
C 0.18 -0.04 0.14
C -0.02 0.00 -0.14
C -0.08 -0.08 -0.02
C 0.01 -0.06 0.02
C 0.01 0.00 0.00
C -0.01 0.02 -0.02
C 0.05 0.04 0.01
H 0.00 -0.01 0.00
H 0.00 0.00 -0.01
H -0.01 0.00 -0.01
H -0.02 0.01 0.01
H 0.02 0.00 0.01
H -0.01 -0.01 0.01
H 0.01 0.00 0.00
H 0.00 -0.01 0.01
H -0.01 0.01 0.01
H -0.01 0.01 -0.01
H 0.01 0.03 -0.01
H 0.00 0.01 0.01
H 0.00 -0.01 0.02
H 0.01 -0.03 0.00
H -0.01 0.02 0.13
H 0.04 -0.13 0.08
H 0.00 0.02 -0.03
H 0.01 0.00 -0.01
H 0.01 -0.01 0.00
H -0.02 0.01 0.02
F 0.01 0.02 -0.01
C 0.05 0.00 -0.01
F 0.02 0.00 0.01
F -0.02 -0.03 -0.03
C -0.09 0.03 0.08
C 0.02 -0.02 -0.02
C -0.01 -0.01 0.00
C -0.09 0.10 -0.07
C 0.00 -0.02 -0.02
C 0.01 -0.01 -0.03
C 0.17 -0.11 0.23
C -0.37 -0.30 0.31
H -0.01 -0.01 -0.01
H -0.01 -0.02 -0.01
H 0.01 0.02 0.01
H 0.01 0.01 0.02
N 0.25 0.14 -0.17
C 0.16 0.03 0.19
C -0.05 -0.06 -0.10
C -0.02 -0.02 0.06
C 0.01 -0.01 -0.01
C -0.02 0.03 0.03
C -0.10 -0.01 -0.07
H -0.08 0.03 -0.02
H -0.05 -0.10 0.05
H 0.00 0.02 0.03
H -0.02 0.01 -0.02
H 0.00 0.00 -0.02
H 0.01 -0.02 -0.03
H -0.01 0.10 -0.01